9
Properties=species:S:1:pos:R:3:mulliken_charge:R:1 method="wB97M-V/def2-TZVPD" lumo_ev="-2.6 / -2.6" multiplicity=1 homo_lumo_gap_ev="4.90 / 5.11"
S 2.644 1.078 0.149 -0.28
C -2.270 0.327 0.002 0.55
H 2.040 -0.664 -1.096 0.26
C -0.929 0.096 0.003 -0.03
N 0.188 0.426 -0.608 -0.28
H -0.938 -0.535 1.027 0.18
O -3.411 0.370 0.192 -0.27
H 1.313 -0.946 0.553 0.30
C 1.363 -0.153 -0.222 -0.42



18
Properties=species:S:1:pos:R:3:mulliken_charge:R:1 method="wB97M-V/def2-TZVPD" lumo_ev=1.3 smiles=CCCC1CC1 multiplicity=1 homo_lumo_gap_ev=10.41
C 1.325 -0.320 -1.196 -0.47
H -1.334 -0.408 -1.589 0.31
C -1.412 0.316 -0.766 -0.66
H 2.003 1.164 0.216 0.27
H 0.244 -0.154 -1.195 -0.18
H -1.706 1.270 -1.188 0.27
C 0.565 -0.132 1.218 -0.88
C 1.742 0.097 0.203 -0.47
C -2.021 -0.246 0.458 -0.62
H 0.470 -1.203 1.448 0.34
H 2.608 -0.460 0.577 0.33
H 1.511 -1.373 -1.425 0.29
H -0.877 1.490 1.087 0.36
C -0.748 0.467 0.723 -0.07
H 0.873 0.344 2.163 0.32
H -1.914 -1.328 0.503 0.24
H 1.645 0.331 -2.012 0.32
H -2.973 0.145 0.776 0.29



23
Properties=species:S:1:pos:R:3:mulliken_charge:R:1 method="wB97M-V/def2-TZVPD" lumo_ev=-3.1 smiles=C#C[C@H]([NH2+]C)[C@H](C)OC charge=+1 multiplicity=1 homo_lumo_gap_ev=10.76
H 2.029 -3.475 -0.568 0.46
C -2.100 -1.266 1.160 -0.72
H -1.345 -2.087 0.954 0.35
C 1.703 -2.457 -0.531 0.16
H -3.080 -1.387 0.873 0.30
H 2.812 1.941 1.341 0.35
H -1.971 -1.296 2.324 0.26
H -0.076 1.082 0.956 0.47
H -2.369 0.476 -1.903 0.44
H 1.085 0.409 -1.317 0.37
H -1.039 -1.237 -0.963 0.57
C 1.393 -1.344 -0.257 -1.51
C 1.988 2.003 0.666 -0.77
H -1.533 1.682 -1.184 0.32
O -1.431 -0.095 0.645 -0.57
H -0.667 0.694 -2.523 0.31
C 0.785 -0.067 -0.350 0.54
H 1.575 3.003 0.666 0.34
C -1.385 0.685 -1.589 -1.49
N 1.024 0.811 0.809 -0.18
H 2.338 1.917 -0.358 0.29
C -0.806 -0.244 -0.536 0.22
H 1.069 0.252 1.684 0.49



23
Properties=species:S:1:pos:R:3:mulliken_charge:R:1 method="wB97M-V/def2-TZVPD" lumo_ev=-3.0 charge=+1 multiplicity=1 homo_lumo_gap_ev=9.77
O -1.351 2.581 3.386 -0.66
H 1.689 0.333 0.336 0.46
H -1.637 1.221 -0.044 0.35
H 0.660 1.133 -0.828 0.34
C -1.160 -1.334 -0.679 -0.82
H 3.438 -0.404 -0.847 0.36
O -2.444 -1.445 -0.047 -0.55
H 0.919 -0.665 -2.260 0.23
H -2.052 0.167 1.174 0.39
H -0.110 -0.996 1.142 0.30
H 2.988 0.322 -2.460 0.31
H -1.305 -0.894 -1.672 0.33
N -1.273 0.636 0.709 -0.33
C 2.845 -0.493 -1.748 -0.91
H -2.876 -2.228 -0.404 0.34
H -1.210 3.530 3.502 0.33
C 0.918 0.153 -0.408 -0.81
C -0.330 -0.455 0.232 0.24
N 1.447 -0.768 -1.399 -0.32
H -0.753 -2.334 -0.825 0.47
H -0.835 2.041 3.993 0.33
H -0.817 1.281 1.378 0.30
H 3.251 -1.383 -2.230 0.32



16
Properties=species:S:1:pos:R:3:mulliken_charge:R:1 method="wB97M-V/def2-TZVPD" lumo_ev=1.1 smiles="C/C=C/OCC" multiplicity=1 homo_lumo_gap_ev=9.55
C 1.670 0.743 -1.342 -0.98
H -1.242 -1.138 2.763 0.30
H 0.472 1.751 0.158 0.36
H -0.481 -2.476 1.950 0.27
H 0.276 2.402 -1.513 0.29
H 2.556 1.297 -1.044 0.33
C 0.394 1.500 -0.911 -0.43
H -2.098 -0.583 -0.507 0.32
H 1.680 0.543 -2.442 0.29
C -1.105 -0.213 -0.285 0.00
H 1.743 -0.185 -0.828 0.32
C -1.109 -1.563 1.796 -1.24
H -2.098 -1.893 1.489 0.33
C -0.447 -0.628 0.804 0.01
H 0.526 -0.234 1.104 0.24
O -0.738 0.678 -1.193 -0.40



142
Properties=species:S:1:pos:R:3:mulliken_charge:R:1 method="wB97M-V/def2-TZVPD" lumo_ev=-0.4 smiles="CCN(CC)C(=S)SCCC[C@H]1OC(=O)O[C@@]1(S)C(=O)NC(=O)F.O=S1(=O)OCCO1.O=S1(=O)OCCO1.O=S1(=O)OCCO1.O=S1(=O)OCCO1.O=S1(=O)OCCO1.O=S1(=O)OCCO1.O=S1(=O)OCCO1.O=S1(=O)OCCO1.O=S1(=O)OCCO1" multiplicity=1 homo_lumo_gap_ev=7.47
O -5.390 4.425 -1.222 -0.57
C -3.593 -2.071 10.470 -0.17
O -2.538 -2.769 11.151 -0.32
H 11.008 8.249 -2.163 0.29
C -3.429 0.728 1.554 -0.28
H -5.204 -2.587 11.823 0.29
H 2.967 3.446 -2.681 0.31
C -6.868 1.853 -3.015 -0.19
H 0.489 -3.203 2.770 0.31
N -4.436 -2.746 4.661 -0.12
C 0.126 -0.501 0.957 -0.37
H -3.391 -2.110 9.398 0.18
C 0.516 -2.131 2.600 -0.67
O -4.737 -3.166 0.945 -0.30
O 5.238 1.175 -3.339 -0.27
S 6.430 5.804 -5.381 1.23
S -0.605 1.034 1.581 -0.21
S 9.471 6.404 -3.818 1.26
H -8.544 -2.109 0.162 -0.14
H -8.841 2.771 -3.073 0.32
H -7.297 0.954 -2.568 0.16
H 5.739 4.406 -8.405 0.33
C 3.625 2.610 -2.462 -0.35
H -3.635 -1.035 10.794 0.31
H 11.772 6.857 -7.131 0.33
O -6.217 -1.492 0.536 -0.46
O -4.442 -4.214 10.819 -0.33
H 5.077 3.667 -6.929 0.22
H 1.010 -5.834 8.470 0.28
H 3.596 5.576 -7.265 0.32
C -0.589 -2.731 0.485 -0.88
C -1.267 -4.012 1.019 -1.06
H -2.639 -6.521 -3.388 0.32
H -7.512 3.851 -3.552 0.30
O 0.986 -5.151 -1.642 -0.49
O 9.867 5.756 -2.402 -0.35
O 1.486 -3.328 6.544 -0.56
O 4.905 6.152 -5.759 -0.34
H 12.512 7.638 -2.890 0.34
H 4.511 2.759 -4.431 0.02
O -2.226 -4.990 10.140 -0.43
O 7.193 6.981 -5.540 -0.51
H -0.516 -7.815 -4.428 0.31
O -4.382 -1.770 6.695 -0.55
C -0.743 -7.593 -3.388 -0.39
H -3.336 -1.155 0.532 -0.13
C -0.415 -6.204 6.882 -0.27
H -1.224 -6.266 7.607 0.27
C 11.216 6.095 -2.064 -0.39
O 9.994 9.295 -8.419 -0.31
H -1.243 -5.550 -3.907 0.29
C -4.035 -2.536 3.276 -0.88
H 11.876 5.323 -2.466 0.29
O 1.854 -5.758 6.595 -0.32
H -6.352 -4.654 2.303 0.22
H 11.510 8.411 -6.305 0.32
C -4.038 -1.737 5.556 0.50
C -9.954 -3.560 0.965 -0.28
C 4.653 5.784 -7.120 -0.40
O 10.774 7.333 -3.989 -0.23
H -0.573 -6.943 6.093 0.28
S -6.610 -3.396 2.715 -0.20
N -0.401 -1.699 1.516 0.84
O 11.560 9.634 -10.293 -0.54
H -1.398 -3.938 2.099 0.14
H -2.107 0.478 -0.192 0.40
H 1.208 -7.413 7.678 0.32
C -1.579 -6.340 -3.232 -0.35
C 10.054 7.983 -7.844 -0.08
H -0.326 -2.212 4.629 -0.18
C 4.808 2.542 -3.402 -0.16
O 4.237 -0.611 -1.985 -0.50
C -9.614 -2.255 0.278 0.27
H 3.946 2.664 -1.420 0.31
C 0.061 -1.462 3.939 -0.38
H 4.951 6.618 -7.760 0.31
H 0.321 -3.000 -0.058 0.74
O -5.746 -3.040 -1.075 -0.57
O -10.251 -2.351 -1.004 -0.30
O -2.778 -4.773 12.551 -0.55
O -1.338 -5.914 -1.887 -0.17
H 0.860 -0.873 4.386 0.30
C -5.281 -1.095 1.598 -0.51
C -5.092 -2.507 2.161 1.54
O 3.541 -0.296 -4.348 -0.57
H -5.821 -0.435 2.277 0.79
H 1.558 -1.860 2.411 0.44
H -1.259 -2.300 -0.269 0.46
O 6.735 4.850 -6.639 -0.32
H 11.332 6.143 -0.984 0.32
C -2.196 1.128 0.681 -1.03
H 9.277 7.862 -7.092 0.15
O 0.120 -7.014 -0.245 -0.55
O -7.637 3.481 -1.533 -0.33
O 11.769 10.975 -8.217 -0.54
O -2.893 -2.400 2.965 -0.27
S -2.891 -4.333 11.209 1.03
H 5.611 3.209 -3.112 0.33
H -2.306 2.142 0.299 0.60
S -11.605 -3.202 -0.870 1.07
O -12.700 -2.309 -0.744 -0.55
H -4.002 -3.623 4.937 0.41
O 1.262 -4.678 4.470 -0.49
C -4.125 -0.458 0.813 -0.93
C 11.447 7.886 -7.259 -0.30
H -6.593 1.649 -4.046 0.32
O -11.583 -4.232 -1.843 -0.53
H -9.879 -3.490 2.046 0.28
C -5.606 -2.595 0.009 0.55
C -4.848 -2.840 10.822 -0.33
C 0.946 -6.371 7.521 -0.42
O 12.283 8.566 -8.206 -0.35
H -3.069 0.461 2.546 0.20
O 9.509 5.393 -4.816 -0.56
C -7.805 3.036 -2.887 -0.38
S 3.967 0.225 -3.097 1.08
O -5.709 2.225 -2.255 -0.30
H -4.068 1.611 1.591 0.43
H 9.905 7.251 -8.640 0.24
H -5.646 -2.681 10.102 0.31
O 0.462 -7.318 -2.666 -0.32
C 11.457 7.433 -2.732 -0.40
O -0.381 -4.900 6.289 -0.22
S 11.456 9.763 -8.885 1.09
O 8.357 7.245 -3.609 -0.57
O 2.934 1.370 -2.656 -0.23
O -6.143 2.491 0.149 -0.48
S -6.125 3.223 -1.069 1.13
C 5.525 4.569 -7.352 -0.30
O -11.306 -3.837 0.575 -0.36
S 1.304 -0.422 -0.150 -0.03
H -1.230 -8.456 -2.929 0.29
S 1.125 -4.524 5.873 1.11
H -0.563 -4.833 0.880 0.30
H -0.782 -0.812 3.715 -0.01
H -2.211 -4.254 0.536 0.20
H -10.042 -1.402 0.810 0.24
F -3.248 -0.765 5.120 -0.15
H -4.569 -0.033 -0.086 0.73
O 6.440 5.021 -4.197 -0.54
S 0.166 -6.293 -1.465 1.10
H -9.319 -4.374 0.607 0.36



The strongest force on any atom results, record by record, are as follows: 3.89 1.50 6.28 1.09 1.58 2.27 eV Å⁻¹.
The ΔE to the lowest compared entry with this formula, charge and spin results, record by record, are as follows: 475.8 242.1 463.9 136.3 116.9 0.0 kJ/mol.
The E results, record by record, are as follows: -17527.009 -6414.431 -11013.013 -11459.845 -7393.554 -252696.037 eV.